No. 1
DFT (ωB97M-V/def2-TZVPD) results for a structure of composition C40H35AsF5N5O2PtSTe.

Geometry as XYZ:
```
91
Properties=species:S:1:pos:R:3:forces:R:3:lowdin_spin:R:1
Pt -0.384515 0.387972 -0.309455 0.447 0.445 -0.140 0.324
Te 1.029716 1.781950 1.958088 0.454 1.284 1.274 0.202
As 2.589201 0.352634 -1.283599 -0.297 -0.541 0.149 0.002
S -0.049523 -0.972785 3.051040 -0.281 -0.377 0.285 0.709
F 2.555999 0.716943 2.664068 -0.002 -0.554 -0.031 0.170
F 0.053019 3.394729 1.948086 -0.237 0.341 -0.362 0.056
F 1.102660 2.278013 3.763260 -0.131 -0.085 0.604 0.051
F 2.469051 2.884803 1.523637 0.212 0.161 -0.247 0.037
F -0.960417 1.169827 2.408894 0.265 -0.215 0.155 0.308
O 0.414149 2.089277 -0.066792 -0.479 -0.340 -0.506 0.876
O 1.659110 -0.063572 0.147785 -0.313 0.254 -1.126 0.053
N -2.146864 1.294304 -0.632435 -0.181 -0.253 0.063 -0.006
N 1.312277 -0.167517 5.148011 0.062 0.103 0.169 0.053
N 0.774299 -2.614750 -0.300730 -0.009 -0.174 0.027 0.013
N -0.976213 -0.065781 5.396931 0.008 0.108 0.066 0.014
N -1.646934 -1.286188 -0.411032 0.088 0.041 -0.209 0.324
C 1.552875 0.460452 6.454038 0.001 -0.005 -0.100 0.007
C 3.028567 -2.799727 -3.956996 0.019 0.021 0.005 0.000
C -3.841175 -1.801097 -1.431456 -0.080 -0.056 -0.051 0.094
C 5.356032 0.545828 -1.796778 0.076 0.035 0.097 0.000
C -4.641370 2.334495 -1.196401 -0.064 -0.011 -0.037 0.010
C 1.048763 -5.008324 1.118066 0.027 -0.045 0.015 0.024
C 1.865120 4.596207 -3.079073 -0.015 -0.001 -0.010 0.011
C 0.416088 0.097724 7.391826 -0.023 -0.042 -0.066 0.001
C -5.410697 0.012083 -1.744728 -0.010 0.018 0.001 0.092
C 1.932546 -3.225756 -0.193443 -0.036 -0.045 0.050 0.023
C -0.201964 -4.359012 1.061526 -0.015 -0.150 0.117 0.006
C -0.279119 -3.156510 0.335453 0.082 0.115 -0.065 0.041
C 1.751948 -2.997161 -4.457945 -0.015 0.010 -0.002 0.000
C 0.095583 -0.323836 4.677118 0.101 -0.177 -0.190 0.067
C -4.429151 0.941822 -1.313272 -0.160 0.018 -0.087 0.004
C -0.910675 0.488995 6.761245 0.003 -0.006 -0.082 0.002
C -2.358695 2.592881 -0.518227 -0.086 -0.062 -0.084 0.010
C 2.663268 4.441351 -1.954500 -0.003 0.002 0.029 -0.001
C -5.100928 -1.318380 -1.836649 0.075 -0.032 0.024 -0.006
C 2.280314 2.074512 -2.032477 -0.096 0.159 -0.010 0.016
C 2.121840 -4.441024 0.492362 -0.025 0.069 0.002 -0.009
C 1.501187 2.222349 -3.181889 0.079 0.050 0.082 0.006
C -1.352654 -4.887181 1.703061 0.019 0.053 -0.038 0.155
C 1.306555 3.488337 -3.707309 -0.003 0.017 0.009 0.002
C -3.622318 3.144146 -0.781493 0.088 0.045 0.005 -0.009
C 3.267147 -1.783922 -3.039333 -0.114 -0.007 -0.077 0.001
C 2.886409 3.177981 -1.431419 -0.040 -0.040 -0.047 0.014
C -2.884062 -0.930580 -0.944200 0.096 -0.050 0.083 0.009
C 4.411103 0.267573 -0.809636 0.091 0.020 0.180 0.000
C -2.543185 -4.201560 1.667259 0.058 0.020 -0.071 0.000
C 6.699955 0.503859 -1.467712 0.003 0.007 -0.002 0.000
C -3.165124 0.457911 -0.979862 0.226 0.094 0.086 0.029
C 0.941014 -1.157059 -3.141068 0.037 0.050 -0.033 0.003
C 2.223065 -0.957369 -2.630455 0.072 -0.219 -0.013 0.002
C 4.781278 -0.023366 0.496893 0.127 -0.049 -0.042 0.000
C -2.638555 -3.008755 0.954065 -0.061 -0.043 0.007 0.138
C 6.134471 -0.045158 0.813722 -0.042 0.010 0.024 0.000
C 0.708432 -2.173746 -4.050211 0.026 -0.003 -0.026 0.000
C -1.544617 -2.476445 0.250383 -0.123 0.100 0.112 0.048
C 7.084681 0.211557 -0.163045 0.012 0.002 -0.006 0.000
H -5.614224 2.746985 -1.434181 0.009 -0.007 0.012 0.000
H -5.835201 -2.018653 -2.210841 0.018 0.001 0.006 -0.002
H 1.683073 5.586215 -3.476360 0.051 -0.010 -0.031 0.001
H 0.733604 3.611455 -4.616812 -0.042 0.005 0.034 0.000
H 2.514810 0.117502 6.825542 -0.001 -0.050 0.007 0.000
H -1.748480 0.080932 7.321468 -0.022 -0.007 0.003 0.001
H 4.031507 -0.204662 1.255073 -0.014 0.002 -0.012 0.000
H 3.514997 3.055525 -0.560103 -0.008 0.007 0.007 0.000
H 1.141593 -5.937751 1.666438 0.002 -0.011 -0.035 0.001
H -6.395797 0.369693 -2.016222 0.030 0.006 -0.018 0.004
H -1.275533 -5.832081 2.226747 0.022 0.034 0.036 0.007
H -1.869347 -0.175714 4.943586 -0.003 -0.046 0.012 0.001
H 2.779255 -2.742970 -0.668909 -0.027 -0.057 -0.018 0.001
H 2.057565 -0.174501 4.459853 0.006 0.046 -0.026 0.002
H 1.568469 -3.788864 -5.172514 -0.002 0.008 0.010 0.000
H -1.022614 1.572578 6.714622 0.000 0.018 -0.035 0.001
H -3.408012 -4.572086 2.200166 0.009 -0.008 -0.007 -0.002
H 3.098912 -4.902903 0.515014 0.002 0.016 0.007 -0.001
H 3.113314 5.303496 -1.481357 0.002 -0.004 -0.009 0.000
H 0.115079 -0.522908 -2.840831 -0.003 -0.007 0.065 0.001
H -1.518299 3.206516 -0.222618 0.016 -0.005 0.036 0.002
H 8.136136 0.196909 0.092475 -0.011 -0.014 -0.003 0.000
H 0.540697 0.613997 8.341267 -0.016 0.006 0.001 0.000
H -0.287758 -2.323408 -4.445892 0.011 0.002 -0.006 0.000
H 6.442314 -0.251538 1.830197 0.009 -0.009 -0.017 0.000
H 3.844079 -3.435032 -4.276561 -0.011 0.007 0.004 0.000
H -3.617022 -2.856698 -1.514658 -0.021 0.012 0.038 0.003
H 4.264343 -1.649758 -2.643623 0.033 -0.005 0.014 0.000
H 7.446993 0.707395 -2.223251 -0.007 0.013 0.016 0.000
H 0.427090 -0.975840 7.587814 0.016 0.005 0.037 0.000
H -3.757621 4.209233 -0.662436 0.001 -0.006 -0.016 -0.001
H 1.607360 1.540186 6.299017 0.031 0.011 0.005 0.004
H 5.051950 0.801815 -2.805090 -0.008 -0.003 -0.019 0.000
H -3.560661 -2.446012 1.000839 0.019 0.002 -0.044 0.003
H 1.074768 1.364593 -3.681657 -0.004 -0.025 -0.010 0.000
```
Positions in Å, forces in eV/Å.

Total charge: +2
ΔE to the lowest compared entry with this formula, charge and spin: 48.0 kcal/mol
Kohn-Sham gap (spin up / spin down): 0.2746 / 0.2071 Ha
2S+1: 5

No. 2
DFT (ωB97M-V/def2-TZVPD) results for a structure of composition C25H18BrCl2NaO2Si.

Geometry as XYZ:
```
50
Properties=species:S:1:pos:R:3:forces:R:3:nbo_charge:R:1
Br 5.607864 -1.559736 2.612306 0.140 -0.017 0.043 -0.961
Cl -0.559732 0.294754 5.278817 -0.027 -0.052 -0.070 -0.033
Cl -4.445309 -2.503049 2.789489 0.089 -0.008 -0.002 -0.072
Si 1.227407 0.174675 -0.365771 -0.176 0.021 -0.116 0.672
Na 2.919198 -1.436376 2.104105 0.399 0.213 -0.348 0.879
O 1.227628 -1.102766 3.372203 -0.397 0.025 0.472 -0.721
O 1.702963 -3.226275 1.542534 -0.128 -0.400 -0.034 -0.602
C 1.562229 3.990020 -2.273751 -0.016 -0.010 0.022 -0.233
C 1.824658 1.753666 -1.331870 0.078 -0.014 0.003 -0.394
C -2.731823 -2.160699 2.985707 -0.009 0.039 0.005 -0.123
C -0.425100 -2.513395 2.397192 0.076 -0.262 -0.079 -0.253
C 0.434330 -0.774863 -1.872637 0.008 -0.017 0.072 -0.387
C -1.786902 -2.819759 2.253399 -0.034 -0.004 0.060 -0.178
C -0.710318 -2.346458 -3.945605 0.003 0.007 -0.007 -0.263
C 2.844255 3.950017 -2.805011 0.008 -0.010 -0.023 -0.259
C 0.495167 -3.343104 1.636074 -0.080 0.314 0.052 0.410
C 0.076993 -1.243995 -4.244821 0.005 0.004 0.032 -0.219
C -1.019734 -0.895097 4.088641 0.110 0.073 -0.023 -0.103
C -2.337498 -1.194868 3.923946 -0.153 0.027 0.066 -0.222
C -1.356473 2.191815 2.252700 0.017 -0.031 0.005 -0.228
C -2.629917 2.073809 1.710603 -0.005 0.007 0.012 -0.255
C -0.361865 -1.899338 -1.606635 -0.007 -0.016 0.044 -0.155
C 3.120994 1.752926 -1.863977 0.001 -0.021 0.014 -0.165
C -0.272941 1.601035 1.616856 -0.006 -0.007 0.004 -0.218
C 1.065594 2.907202 -1.555681 -0.023 -0.001 -0.011 -0.227
C -2.794759 1.373739 0.523685 0.008 -0.018 -0.002 -0.238
C -0.933593 -2.666373 -2.610508 0.008 0.004 -0.006 -0.253
C 0.041955 -1.477337 3.288063 -0.008 0.082 -0.155 0.417
C -0.401741 0.905632 0.406168 0.075 0.011 0.075 -0.410
C 3.624356 2.819122 -2.598067 -0.010 0.024 0.000 -0.241
C -1.695428 0.811561 -0.117075 0.004 -0.004 -0.029 -0.177
C 0.628063 -0.473755 -3.224597 0.039 0.041 -0.029 -0.241
H 0.704599 1.661300 2.087121 0.004 -0.005 -0.012 0.216
H -1.551336 -3.519568 -2.349513 0.001 -0.007 -0.014 0.191
H -1.209070 2.711384 3.192867 -0.011 -0.001 0.002 0.200
H -3.784868 1.258171 0.094451 -0.002 0.011 -0.003 0.188
H 3.231866 4.790987 -3.369916 0.007 0.002 0.009 0.187
H -1.142826 -2.945934 -4.739221 -0.009 -0.006 0.011 0.187
H 3.757753 0.890847 -1.686244 -0.014 -0.007 0.005 0.204
H 1.222981 0.392673 -3.494924 0.013 -0.003 0.011 0.208
H 4.632912 2.773618 -2.995358 -0.001 0.003 -0.002 0.189
H -0.549401 -2.175864 -0.572337 0.008 0.027 -0.007 0.190
H -3.485225 2.506958 2.217855 -0.003 0.001 -0.004 0.189
H -0.010818 -4.172265 1.094712 0.017 -0.004 -0.032 0.090
H 0.056541 2.959156 -1.160105 -0.004 0.004 0.009 0.212
H 0.943646 4.869944 -2.419721 -0.007 -0.003 -0.006 0.188
H 0.261578 -0.974278 -5.279952 -0.007 0.000 -0.004 0.186
H -1.853063 0.285441 -1.052411 -0.003 -0.020 -0.002 0.197
H -2.080938 -3.589031 1.547116 0.006 -0.002 -0.002 0.208
H -3.084848 -0.686268 4.519098 0.016 0.010 -0.006 0.222
```
Positions in Å, forces in eV/Å.

Total charge: -2
ΔE to the lowest compared entry with this formula, charge and spin: 2.0 kcal/mol
Kohn-Sham gap: 0.1943 Ha
2S+1: 1

No. 3
DFT (ωB97M-V/def2-TZVPD) results for the ion C5H13N2 with charge +1.

Geometry as XYZ:
```
20
Properties=species:S:1:pos:R:3:forces:R:3:nbo_charge:R:1
N 0.574095 0.282146 0.019115 -0.607 -0.556 0.508 -0.143
N -0.815123 1.275818 -0.025099 -0.501 -1.637 1.214 -0.198
C 1.139592 0.630759 1.373255 -1.068 -3.235 0.815 -0.414
C -2.002748 0.789924 -0.028273 0.584 -0.934 -0.664 0.146
C -2.598657 -0.573458 -0.335681 1.235 0.552 -2.395 -0.697
C 1.365967 1.033750 -0.944541 1.114 0.762 0.436 -0.432
C 0.826061 -1.282632 -0.218320 0.641 1.100 3.978 -0.393
H -1.976217 -0.997758 -1.163668 -0.534 0.338 0.370 0.233
H 1.100083 1.635452 1.562992 0.088 2.586 0.016 0.237
H 2.122844 0.196560 1.515341 0.370 0.222 -0.618 0.234
H -3.644135 -0.506102 -0.771778 1.205 -0.176 1.318 0.277
H 0.014478 -1.703076 -0.698005 -1.153 -0.664 -1.768 0.227
H 1.262841 0.821147 -1.977085 -0.861 -0.464 -0.828 0.240
H 1.173032 2.050812 -0.708832 -0.345 0.995 -0.376 0.244
H -2.350705 -1.222091 0.464852 -0.789 -0.827 1.058 0.256
H 1.821758 -1.265250 -0.647664 -0.294 -0.526 -0.466 0.240
H 2.409950 0.939015 -0.728146 0.738 -0.562 0.283 0.220
H 0.573964 0.139552 2.193914 -0.204 0.211 -0.811 0.232
H 0.872978 -1.888756 0.806185 -0.050 1.793 -1.929 0.241
H -2.809178 1.484612 0.167437 0.429 1.022 -0.142 0.250
```
Positions in Å, forces in eV/Å.

Total charge: +1
ΔE to the lowest compared entry with this formula, charge and spin: 111.2 kcal/mol
Kohn-Sham gap: 0.4228 Ha
2S+1: 1